[1]
Here is a cluster of 9 separate species, C27H54O9 in total in a non-equilibrium geometry from the OMol25 dataset. Energies are from ωB97M-V/def2-TZVPD.

As for the energy above the lowest of the compared OMol25 structures with the same formula, charge and spin: 0.00 kJ/mol. As for the charge: +1. Its spin multiplicity is 2. Its HOMO energy (alpha / beta) is -10.9 / -10.9 eV. As for the LUMO energy (alpha / beta): -4.92 / -9.13 eV. As for the energy: -47291.2307 eV.

XYZ file:
```
90
Properties=species:S:1:pos:R:3:forces:R:3:lowdin_spin:R:1
C -1.4347 -0.7204 3.8163 -1.27 0.73 0.33 0.000
C -0.2893 -1.5385 3.3397 0.35 -1.16 1.53 0.000
O 0.7181 -1.0234 2.9345 0.43 0.33 -0.71 0.000
C -0.3734 -3.0612 3.5499 0.71 0.06 -1.00 0.000
H -1.9766 -1.1071 4.6793 0.26 -0.49 0.02 0.000
H -2.2054 -0.6415 3.0496 -0.01 -0.09 -0.29 0.000
H -1.1752 0.3018 4.0917 0.44 -0.08 -0.26 0.000
H -1.2671 -3.4535 3.0646 -0.21 -0.10 0.48 0.000
H -0.2212 -3.4195 4.5680 -0.76 0.53 0.32 0.000
H 0.4764 -3.5452 3.0686 0.07 0.35 -0.45 0.000
C -1.6948 2.0654 -5.4566 0.28 -0.10 0.29 0.003
C -1.1272 1.5449 -4.1458 -1.26 0.21 -0.04 0.004
O -1.5847 1.9082 -3.0638 0.48 0.00 -0.75 0.034
C -0.0179 0.5855 -4.2676 0.39 -0.97 0.88 0.003
H -1.1440 1.6539 -6.3024 -0.11 0.13 0.03 0.000
H -1.6363 3.1537 -5.4765 -0.15 0.02 -0.04 0.000
H -2.7347 1.7437 -5.5137 -0.06 0.12 -0.05 0.000
H -0.0363 -0.1237 -5.0951 -0.15 0.61 -0.40 0.000
H 0.0192 -0.0629 -3.3922 0.21 0.32 0.32 0.000
H 0.8687 1.2183 -4.3060 0.44 -0.27 -0.14 0.000
C 1.0312 0.4619 -0.4631 -0.64 -0.13 -0.51 0.000
C -0.3289 -0.1895 -0.3597 -0.30 -1.60 0.49 0.000
O -0.4758 -1.3517 -0.7162 -0.09 1.15 0.07 0.001
C -1.4703 0.5700 0.3148 0.35 -0.13 -0.50 0.001
H 0.9196 1.4328 -0.9457 0.18 0.25 0.26 0.000
H 1.6518 -0.1636 -1.1048 -0.02 0.03 0.21 0.000
H 1.4458 0.5337 0.5424 0.10 0.20 -0.01 0.000
H -1.7267 1.3793 -0.3688 0.03 0.37 0.17 0.000
H -1.1397 0.9397 1.2854 0.03 0.24 -0.08 0.000
H -2.3729 -0.0279 0.4414 0.32 -0.20 -0.05 0.000
C -1.3975 5.9131 3.3650 -0.22 0.24 -0.18 0.000
C -1.9196 4.4927 3.4111 0.17 -0.22 0.18 0.000
O -3.0533 4.2194 3.7560 0.89 0.26 -0.60 0.000
C -0.8431 3.4325 3.1932 -0.87 -0.64 0.59 0.000
H -1.1196 6.1515 4.3917 -0.11 0.20 0.10 0.000
H -2.1522 6.6174 3.0151 -0.12 -0.05 0.26 0.000
H -0.4940 6.0602 2.7732 0.03 -0.33 -0.08 0.000
H -1.2965 2.4589 3.3795 -0.06 -0.03 -0.21 0.000
H -0.1129 3.5471 3.9943 0.32 0.23 -0.19 0.000
H -0.3552 3.4141 2.2187 0.02 0.36 0.07 0.000
C -4.2932 -1.8739 -0.3293 0.21 -0.08 -1.00 0.000
C -4.7515 -3.0497 0.4641 -1.40 -0.99 0.27 0.000
O -5.7137 -3.7385 0.1288 1.50 1.10 0.28 0.000
C -4.0241 -3.3515 1.7583 -0.16 -1.06 -0.43 0.000
H -4.7368 -1.9425 -1.3226 -0.25 0.26 0.11 0.000
H -3.2157 -1.8926 -0.4932 0.17 -0.04 0.27 0.000
H -4.5507 -0.9310 0.1532 -0.12 -0.02 0.07 0.000
H -4.4712 -4.2800 2.1133 -0.28 0.34 0.54 0.000
H -4.0671 -2.5254 2.4682 0.02 -0.10 0.03 0.000
H -2.9972 -3.6655 1.5710 0.28 0.53 -0.21 0.000
C 3.8435 -2.1223 1.1859 0.83 0.17 0.04 0.000
C 5.3385 -1.9246 0.9154 0.44 4.02 1.47 0.000
O 5.8500 -0.7947 1.2313 -1.41 -4.28 -1.39 0.000
C 6.0929 -3.0690 0.3042 0.76 0.16 1.06 0.000
H 3.3472 -1.1522 1.2130 -0.05 -0.13 -0.27 0.000
H 3.7411 -2.5054 2.2013 0.04 -0.26 0.05 0.000
H 3.4017 -2.8382 0.4929 -0.16 0.12 0.01 0.000
H 5.8913 -4.0001 0.8337 -0.77 -0.14 -0.29 0.000
H 7.1539 -2.9674 0.5320 0.12 0.50 -0.68 0.000
H 5.8598 -3.1342 -0.7586 0.16 -0.22 0.05 0.000
C -1.8803 6.7778 -1.7761 0.27 0.32 0.34 0.084
C -2.0463 5.3963 -1.1753 -1.02 -0.08 -0.02 0.113
O -1.5843 5.0303 -0.1376 0.19 0.12 -0.04 0.618
C -2.9365 4.4211 -1.9687 -0.24 -0.22 -0.19 0.120
H -2.8351 7.3031 -1.7497 -0.29 -0.34 -0.03 0.002
H -1.6013 6.6124 -2.8167 0.17 0.19 0.07 0.004
H -1.1900 7.3947 -1.2008 0.24 -0.30 -0.21 0.000
H -3.9378 4.8392 -2.0726 0.05 0.44 0.19 0.004
H -3.0390 3.4186 -1.5532 0.56 0.21 -0.01 -0.001
H -2.4664 4.4515 -2.9516 0.07 -0.47 -0.08 0.008
C 5.3374 1.6219 -2.4346 -0.03 -0.41 1.45 0.000
C 4.3102 0.5574 -2.8539 0.77 1.01 -1.77 0.000
O 3.6983 0.7689 -3.8962 0.00 -0.52 1.33 0.000
C 4.2279 -0.7008 -2.0673 -0.43 -1.03 0.70 0.000
H 4.8303 2.5831 -2.3506 0.27 0.12 -0.70 0.000
H 6.2651 1.6037 -3.0065 -0.54 0.26 -0.86 0.000
H 5.7789 1.4854 -1.4475 -0.47 -0.49 0.43 0.000
H 5.2130 -1.0972 -1.8211 0.18 0.27 -0.11 0.000
H 3.6444 -1.5175 -2.4923 0.03 0.28 -0.68 0.000
H 3.7373 -0.5656 -1.1034 0.22 0.55 0.19 0.000
C 0.4528 -6.1467 1.5216 -0.19 -0.39 -1.20 0.000
C -0.3529 -5.7909 0.2435 -0.95 0.46 0.52 0.000
O -1.1904 -6.5426 -0.2065 0.59 0.16 0.23 0.000
C -0.0987 -4.4223 -0.3964 0.53 -0.92 0.30 0.000
H 0.3489 -7.2216 1.6695 0.00 0.07 0.08 0.000
H 0.1211 -5.6355 2.4253 -0.06 0.16 -0.24 0.000
H 1.4987 -5.9210 1.3135 0.10 0.09 0.30 0.000
H -0.6051 -4.3216 -1.3563 -0.04 -0.03 0.23 0.000
H 0.9818 -4.4003 -0.5381 0.14 0.35 -0.24 0.000
H -0.3349 -3.5933 0.2708 -0.12 -0.09 0.03 0.000
```
Forces are in eV/Å.

[2]
Here is a structure of composition C23H28ClF6N2O9S2 in a non-equilibrium geometry from the OMol25 dataset. Energies are from ωB97M-V/def2-TZVPD.

As for the charge: -1. Its spin multiplicity is 1. Its HOMO energy is -6.3 eV. As for the LUMO energy: 1.24 eV. As for the energy: -96210.4489 eV.

XYZ file:
```
71
Properties=species:S:1:pos:R:3:forces:R:3:mulliken_charge:R:1
C 2.5364 -1.8843 -1.5977 -0.77 -0.44 -0.16 -1.533
C 1.6380 -2.6748 -0.6079 0.91 0.98 -0.42 0.087
C 1.1402 -1.7187 0.5140 0.11 -0.83 0.14 1.119
C 1.5724 -2.2237 1.9228 0.24 0.55 -0.09 -1.756
C -0.3358 -1.3783 0.4783 0.99 0.01 0.07 -0.812
C -1.3332 -2.3197 0.3168 0.65 -1.18 -0.16 0.742
O -0.9597 -3.6311 0.1376 0.30 -0.17 -0.23 -0.524
C -1.4979 -4.2430 -1.0406 -0.46 0.05 0.01 -1.196
C -1.4870 -3.3615 -2.3042 -1.05 -0.15 -0.30 -0.251
N -1.3517 -4.1780 -3.5196 0.41 0.51 0.24 -0.406
C -0.1104 -3.9304 -4.2570 -0.27 -0.69 -0.36 -0.472
C -0.3056 -3.2833 -5.6261 1.21 0.55 -0.42 0.476
C 1.0233 -2.6426 -6.0583 -0.17 -0.13 -0.18 -1.488
O -1.3046 -2.2675 -5.5987 -0.22 -0.42 0.20 -0.543
C -2.6583 -2.0086 0.3341 -0.93 -0.82 -0.22 -0.601
C -3.0665 -0.7156 0.4743 -0.62 0.05 0.12 0.708
Cl -4.7634 -0.3699 0.4570 -0.02 -0.15 -0.07 -0.225
C -2.1098 0.2500 0.5985 -0.70 1.91 0.30 0.263
C -0.7658 -0.0778 0.6174 0.52 0.73 0.25 0.527
C 0.1867 1.0853 0.7933 0.43 0.37 0.29 0.116
O 1.2090 1.0406 1.4505 -0.60 -0.21 -0.63 -0.679
C -0.2499 2.3444 0.1179 0.32 -0.53 -0.08 -0.525
C -1.5346 2.6575 0.0704 -0.37 0.32 -0.10 0.943
C -2.0300 3.9050 -0.6345 -0.34 -1.12 -0.26 -1.178
C -1.8919 3.6403 -2.1351 0.34 -0.27 -0.16 -0.547
O -2.8327 2.6381 -2.5324 -0.20 0.17 0.12 -0.539
C -2.5051 1.7122 0.7137 -0.03 0.19 0.33 -0.452
O -3.4948 2.1032 1.2992 0.60 -0.26 -0.57 -0.604
H 3.1273 -2.5637 -2.2175 0.13 0.09 0.09 0.371
H 3.1747 -1.1615 -1.0924 0.13 -0.09 -0.06 0.431
H 1.8681 -1.3526 -2.2855 0.22 0.26 0.05 0.313
H 2.2438 -3.4761 -0.1841 -0.26 -0.11 0.09 0.460
H 0.8466 -3.1014 -1.2090 -0.05 -0.26 0.29 -0.413
H 1.6828 -0.7910 0.3744 -0.15 0.03 -0.06 0.299
H 2.3951 -1.5965 2.2745 -0.04 -0.02 0.02 0.373
H 1.9581 -3.2418 1.8950 -0.36 -0.11 0.07 0.433
H 0.7802 -2.1041 2.6609 -0.02 -0.25 -0.02 0.351
H -0.9818 -5.1775 -1.2569 0.41 0.19 0.31 0.491
H -2.5329 -4.5270 -0.8169 0.00 -0.08 -0.17 0.302
H -2.4682 -2.8812 -2.3685 0.13 0.20 0.10 0.540
H -0.7629 -2.5452 -2.2754 0.13 -0.14 0.17 0.333
H -2.1236 -3.9589 -4.1333 0.02 0.02 0.01 0.338
H 0.6273 -3.3439 -3.7012 -0.33 0.07 0.30 -0.103
H 0.3624 -4.9020 -4.4497 0.21 0.16 -0.04 0.349
H -0.5327 -4.0419 -6.3861 -0.41 -0.05 0.22 0.281
H 1.2304 -1.7504 -5.4658 -0.03 -0.12 0.16 0.355
H 0.9639 -2.3223 -7.1024 0.08 -0.09 0.00 0.428
H 1.8496 -3.3503 -5.9550 0.00 0.06 -0.05 0.345
H -1.4745 -2.0335 -6.5156 -0.10 0.15 0.04 0.334
H -3.3831 -2.8001 0.2027 -0.07 0.02 0.05 0.453
H 0.5006 2.9843 -0.3349 0.17 0.02 0.37 0.522
H -1.4663 4.7812 -0.3226 -0.16 0.10 0.03 0.419
H -3.1026 3.9737 -0.4416 0.12 0.52 0.22 0.330
H -0.8970 3.2374 -2.3467 0.14 0.39 0.03 0.351
H -2.0384 4.5442 -2.7331 -0.11 0.00 0.09 0.338
H -2.3593 1.9253 -2.9645 -0.02 -0.03 -0.02 0.316
C -0.0051 3.6609 3.9666 -0.41 -0.74 0.41 0.682
F -0.6247 3.9576 2.8170 0.17 0.22 -0.10 -0.176
F -0.9306 3.6975 4.9351 0.07 0.18 -0.01 -0.261
F 0.4164 2.3916 3.8797 0.09 0.18 -0.06 -0.248
S 1.3771 4.8253 4.2940 -0.24 0.08 -0.44 0.929
O 0.7470 6.1120 4.3886 -0.10 0.02 0.27 -0.664
O 2.2689 4.6446 3.1832 0.15 -0.22 0.06 -0.638
N 1.8384 4.1787 5.6646 0.36 0.63 -0.31 -0.247
S 3.0726 4.8538 6.3948 0.37 0.09 0.33 0.980
O 2.8333 6.1508 6.9615 -0.30 0.01 0.04 -0.649
O 4.3494 4.6710 5.7646 -0.04 -0.24 -0.17 -0.648
C 3.1062 3.7189 7.8394 -0.39 -0.61 0.27 0.654
F 3.2990 2.4455 7.4678 0.09 0.10 -0.08 -0.240
F 1.9563 3.7556 8.5277 0.04 0.14 -0.04 -0.242
F 4.0904 4.0450 8.6831 0.08 0.19 -0.13 -0.225
```
Forces are in eV/Å.

[3]
Here is a structure of composition C2H3N3O2 in a non-equilibrium geometry from the OMol25 dataset. Energies are from ωB97M-V/def2-TZVPD.

As for the energy above the lowest of the compared OMol25 structures with the same formula, charge and spin: 604.92 kJ/mol. Its spin multiplicity is 1. Its HOMO energy is -9.9 eV. As for the LUMO energy: 0.51 eV. As for the energy: -10682.1872 eV.

XYZ file:
```
10
Properties=species:S:1:pos:R:3:forces:R:3:nbo_charge:R:1
C 1.0796 -0.3240 -0.1299 0.45 -6.14 -0.33 0.607
C -0.4976 1.0275 -0.0909 0.94 9.28 1.88 0.194
H 2.6102 0.3832 0.4584 -0.15 -3.98 -1.53 0.508
H -1.1172 1.9692 0.4440 1.89 -2.63 -2.37 0.241
H -2.0063 -1.5912 -0.3851 -1.77 4.40 2.49 0.509
N 0.8222 0.8678 -0.2297 0.15 8.66 0.73 -0.590
N -0.9271 -0.0916 -0.1282 -6.58 -8.50 0.90 0.097
N -0.0533 -1.1128 -0.1650 1.55 0.48 0.13 -0.408
O 2.3715 -0.6378 0.0947 0.32 2.90 1.25 -0.649
O -2.2820 -0.4903 0.1317 3.20 -4.47 -3.16 -0.509
```
Forces are in eV/Å.

[4]
Here is a structure of composition C27H54Cl2N3NiO4Si2 in a non-equilibrium geometry from the OMol25 dataset. Energies are from ωB97M-V/def2-TZVPD.

As for the energy above the lowest of the compared OMol25 structures with the same formula, charge and spin: 72.39 kJ/mol. As for the charge: -1. Its spin multiplicity is 3. Its HOMO energy (alpha / beta) is -3.4 / -5.0 eV. As for the LUMO energy (alpha / beta): 2.37 / 2.37 eV. As for the energy: -123382.9882 eV.

XYZ file:
```
93
Properties=species:S:1:pos:R:3:forces:R:3:lowdin_spin:R:1
C -1.6370 2.2295 -6.9828 -0.12 0.31 0.32 0.000
C -0.7644 1.4606 -7.9188 0.70 -0.19 -0.80 0.000
H -1.1465 3.1672 -6.6922 -0.10 -0.10 0.05 0.000
H -1.8329 1.6801 -6.0574 0.03 0.14 -0.21 0.001
H -2.5843 2.5048 -7.4685 0.15 -0.09 0.09 0.000
C -0.4006 1.9589 -9.1120 -0.14 -0.74 0.50 0.000
C -0.7288 3.3259 -9.5870 -0.16 0.46 -0.33 0.000
H 0.1505 1.3500 -9.8277 -0.10 0.07 0.33 0.000
H -0.5028 4.0979 -8.8424 -0.05 -0.10 -0.07 0.000
H -1.7852 3.4310 -9.8579 -0.01 0.03 0.07 0.000
H -0.1495 3.5320 -10.4905 -0.06 0.19 0.08 0.000
Ni -1.6389 -0.5738 -3.5066 0.12 0.02 1.70 1.498
Cl -2.2636 -2.5949 -3.7284 -0.65 -1.08 -1.19 0.094
C 0.6629 -3.6291 -2.5525 0.22 1.48 0.34 0.001
O 0.7148 -2.4407 -2.2156 -0.16 -1.86 -0.71 0.000
N 1.7340 -4.4356 -2.3683 0.35 -0.29 0.23 0.000
C 2.8820 -3.7846 -1.7615 0.05 0.15 -0.08 0.000
C 1.9127 -5.7171 -3.0291 -0.21 0.22 -0.09 0.000
H -0.2261 -4.1127 -2.9994 0.16 0.24 0.05 0.001
H 2.5509 -3.2333 -0.8740 0.16 -0.04 -0.26 0.000
H 3.3371 -3.0697 -2.4627 0.00 -0.07 0.24 0.000
H 3.6123 -4.5393 -1.4785 0.06 -0.05 0.00 0.000
H 0.9807 -6.2931 -2.9938 0.19 0.08 -0.03 0.000
H 2.7012 -6.2676 -2.5092 -0.21 -0.03 -0.04 0.000
H 2.2167 -5.6034 -4.0815 -0.05 -0.02 0.18 0.000
H 2.7671 -2.3127 3.9851 0.07 0.13 -0.10 0.000
H 0.2366 -1.5587 5.0062 0.07 0.20 -0.02 0.000
C 2.8675 -1.2208 3.9112 -0.18 -0.06 0.02 0.000
C 0.6489 -0.5596 4.7980 0.10 0.02 -0.28 0.000
N 1.5824 -0.5872 3.6835 0.02 -0.06 0.28 0.000
H 3.5456 -0.9662 3.0954 -0.13 -0.09 0.08 0.000
C 1.1763 -0.2598 2.4302 0.41 -0.07 -1.30 0.000
O 1.8131 -0.4663 1.3971 -0.67 0.37 1.50 0.001
H -0.1725 0.1208 4.5502 0.10 -0.15 0.14 0.000
H 0.1854 0.2530 2.4354 0.40 -0.25 -0.11 0.000
H 3.2650 -0.8549 4.8629 0.06 -0.02 -0.12 0.000
H 1.1656 -0.2026 5.6955 -0.15 0.02 -0.10 0.000
H -0.2776 3.5882 -0.4547 0.13 0.15 0.02 0.000
H 1.1158 3.6623 -2.9512 0.14 0.19 0.05 0.001
C 0.6039 4.1785 -0.1585 -0.29 -0.43 0.02 0.000
C 1.7404 4.3158 -2.3227 -0.05 -0.09 -0.26 0.000
N 1.7605 3.8356 -0.9595 0.10 -0.20 0.17 0.000
H 0.8049 3.9766 0.8975 -0.01 0.11 -0.12 0.000
C 2.5721 2.7888 -0.6366 0.58 -0.08 -0.65 0.000
O 3.4767 2.3737 -1.3594 -0.89 0.42 0.88 0.000
H 2.7556 4.3404 -2.7155 -0.08 -0.05 -0.03 0.000
H 2.3386 2.3572 0.3589 0.17 0.06 -0.23 0.000
H 0.3641 5.2386 -0.3042 0.13 -0.19 0.19 0.000
H 1.3147 5.3212 -2.3209 0.08 -0.03 -0.10 0.000
O 0.1257 0.2042 -6.0864 0.35 0.18 -0.01 0.005
C -0.3405 0.0725 -7.4334 -0.20 0.21 0.15 0.000
C 1.7692 -0.0844 -8.8700 0.25 -0.31 0.02 0.000
C 0.6100 -0.6742 -8.3602 -0.42 -0.07 -0.17 0.000
H 1.9744 0.9680 -8.6469 0.08 -0.59 0.05 0.000
C 2.6537 -0.8343 -9.6568 -0.29 0.32 0.18 0.000
H -1.2819 -0.5034 -7.3813 0.30 -0.10 0.09 0.000
C 0.2726 -1.9817 -8.7408 0.55 0.30 -0.17 0.000
H 3.5867 -0.3708 -9.9844 -0.27 -0.20 -0.01 0.000
C 2.3360 -2.1433 -10.0130 -0.16 -0.05 0.01 0.000
C 1.1306 -2.7063 -9.5783 -0.19 0.08 0.20 0.000
H -0.6641 -2.4024 -8.3648 0.36 -0.01 -0.16 0.000
H 3.0199 -2.7133 -10.6488 -0.27 0.14 0.25 0.000
H 0.8472 -3.7176 -9.8747 0.17 0.25 0.05 0.000
Si 1.5184 -0.2498 -5.2573 0.85 -0.16 -0.78 0.000
Cl -0.9464 1.4513 -3.4804 -0.66 1.13 -0.09 0.085
C 3.0822 0.4246 -6.0670 0.39 -0.08 -0.49 0.000
C 1.5763 -2.1151 -5.4391 0.06 -0.31 0.13 0.000
C 1.8814 0.4038 -3.5516 -0.53 0.03 0.55 0.000
H 3.4218 -0.1731 -6.9201 0.00 0.18 0.07 0.000
H 3.8755 0.4023 -5.3022 -0.25 0.04 -0.31 0.000
H 2.9635 1.4655 -6.3968 0.05 -0.12 0.06 0.000
H 2.9573 0.5235 -3.3431 -0.35 -0.29 -0.36 0.000
H 1.4546 -0.2467 -2.7812 -0.05 0.30 0.05 0.000
H 1.4252 1.3957 -3.4627 0.28 -0.31 0.15 0.001
H 1.8296 -2.4066 -6.4654 0.02 0.16 0.08 0.000
H 0.6051 -2.5684 -5.2108 0.09 0.06 0.12 0.000
H 2.3356 -2.5492 -4.7761 -0.13 0.02 -0.01 0.000
C -4.1761 0.1949 -1.3605 -0.66 0.17 0.45 0.002
Si -2.9224 -0.5667 -0.1985 0.81 -0.47 -1.13 0.040
C -2.4946 0.5603 1.2562 0.00 0.49 0.23 0.007
C -3.6827 -2.0737 0.6896 -0.22 -0.18 -0.04 0.007
C -1.5302 -0.9272 -1.4174 0.30 -0.35 1.16 0.231
H -5.1608 0.3520 -0.9029 -0.05 0.11 -0.20 0.001
H -4.2741 -0.4938 -2.2134 -0.01 0.22 0.21 -0.001
H -3.7791 1.1537 -1.7193 -0.09 -0.20 -0.04 0.000
H -3.4049 0.8495 1.8050 0.14 -0.06 -0.12 0.001
H -1.8298 0.0680 1.9839 -0.21 0.02 -0.30 0.000
H -2.0067 1.4879 0.9253 -0.03 -0.17 0.05 0.000
H -4.1057 -2.7994 -0.0200 0.15 0.14 0.09 0.000
H -2.9520 -2.6115 1.3138 -0.08 0.19 -0.21 0.000
H -4.5066 -1.7653 1.3564 0.21 0.01 -0.18 0.001
H -1.3506 -2.0191 -1.4633 -0.15 0.71 0.24 0.009
H -0.5601 -0.4875 -1.1081 -0.41 -0.07 -0.13 0.012
```
Forces are in eV/Å.